Entry 1:
ORCA calculation (ωB97M-V/def2-TZVPD) on a cluster of 2 separate species, C4H12S in total at a distorted geometry.

**HOMO**: -8.45 eV
**SMILES string**: CSC.CC

Positions of all 17 atoms, in Å:
C -0.09122 -1.93161 0.43417
S -1.34666 -2.15871 1.71114
C -1.66525 -0.41850 2.05975
H -0.57226 -1.64224 -0.48910
H 0.62063 -1.15369 0.69262
H 0.46528 -2.85992 0.37163
H -0.87073 -0.03880 2.69760
H -2.62498 -0.30200 2.54533
H -1.69968 0.12452 1.11592
C 0.25794 1.48210 -1.47344
C 1.70999 1.10999 -1.24849
H -0.16601 2.09401 -0.67268
H 0.16950 2.11747 -2.35312
H -0.48720 0.71650 -1.72408
H 1.97821 0.17996 -1.75995
H 1.90418 0.88334 -0.20741
H 2.41826 1.79759 -1.69988



Entry 2:
ORCA calculation (ωB97M-V/def2-TZVPD) on a cluster of 2 separate species, C4H12S in total at a distorted geometry.

**2S+1**: 2
**HOMO (alpha / beta)**: -13.40 / -13.40 eV
**Net charge**: +1

Positions of all 17 atoms, in Å:
C -2.36081 -1.25047 -2.88358
C -3.40528 -0.49323 -2.05977
H -1.44484 -0.90310 -2.51463
H -2.46651 -2.21134 -2.65430
H -2.27773 -1.10731 -3.99596
H -3.38316 -0.41647 -0.91208
H -4.42782 -0.58001 -2.59337
H -3.18192 0.65774 -1.93538
C 0.77061 -0.53269 0.43520
C 2.84643 0.67172 2.06404
S 1.16676 0.92587 1.37754
H 0.95762 -0.38073 -0.60705
H 1.27157 -1.47815 0.72719
H -0.37012 -0.72189 0.41852
H 3.57640 1.39198 1.67961
H 3.21776 -0.29453 1.80734
H 2.75500 0.85796 3.20407



Entry 3:
ORCA calculation (ωB97M-V/def2-TZVPD) on a cluster of 2 separate species, C4H12S in total at a distorted geometry.

**2S+1**: 2
**HOMO (alpha / beta)**: -14.24 / -14.24 eV
**Net charge**: +1

Positions of all 17 atoms, in Å:
C 0.28710 -0.86564 2.78949
C -0.86236 -0.71025 1.74739
H 1.15482 -0.71854 2.21707
H 0.06839 -0.32863 3.74685
H 0.30921 -1.82438 3.32782
H -0.88458 0.28227 1.44895
H -1.76976 -0.77284 2.24652
H -0.98649 -1.35806 0.85970
C -1.01163 -0.02083 -2.47548
C 1.52887 1.30847 -1.69866
S 0.23748 1.18939 -3.01070
H -1.79055 0.05698 -3.12564
H -0.68799 -1.10689 -2.31343
H -1.32465 0.52118 -1.48968
H 1.21526 1.87314 -0.81441
H 2.49753 1.98208 -2.08895
H 2.01935 0.49254 -1.36684



Entry 4:
ORCA calculation (ωB97M-V/def2-TZVPD) on a cluster of 2 separate species, C4H12S2 in total at a distorted geometry.

**HOMO**: -8.41 eV
**SMILES string**: CCS.CSC

Positions of all 18 atoms, in Å:
C -2.29199 -3.17496 -1.52735
C -1.48311 -1.92856 -1.19802
S -1.30934 -0.64824 -2.50594
H -2.34344 -3.79906 -0.63994
H -3.29979 -2.93910 -1.88380
H -1.83803 -3.67126 -2.37044
H -0.46705 -2.34813 -1.14738
H -1.49222 -1.42928 -0.22933
H 0.00598 -0.50823 -2.31398
C 0.76996 0.67515 1.15354
S 1.88883 2.06775 1.52354
C 1.94336 1.89607 3.34669
H 1.21292 -0.20247 1.54011
H -0.11529 0.90121 1.74909
H 0.54452 0.57008 0.09970
H 2.96090 2.10786 3.65726
H 1.51603 0.95677 3.65220
H 1.31918 2.70986 3.70710



Entry 5:
ORCA calculation (ωB97M-V/def2-TZVPD) on a cluster of 2 separate species, C4H12Si2 in total at a distorted geometry.

**HOMO**: -8.02 eV
**SMILES string**: C=[Si](C)C.C=[SiH2]

Positions of all 18 atoms, in Å:
C 1.63215 -1.65344 -0.04266
Si 0.58900 -1.10361 1.25342
C 1.08275 0.00835 2.71038
C -1.22253 -1.63032 1.42354
H 1.26767 -2.27464 -0.84289
H 2.65771 -1.34890 -0.14521
H 1.97396 -0.38053 3.19652
H 1.31851 1.01447 2.37217
H 0.30070 0.08664 3.46402
H -1.53984 -2.16075 0.53108
H -1.36548 -2.29655 2.27108
H -1.88133 -0.77553 1.55871
C -0.60637 3.00396 -2.79301
Si -0.96516 1.31903 -3.08688
H -0.50744 3.40183 -1.79780
H -0.42850 3.71311 -3.58393
H -1.10266 0.76497 -4.42775
H -1.20312 0.31193 -2.06078



Entry 6:
ORCA calculation (ωB97M-V/def2-TZVPD) on a cluster of 2 separate species, C4H13ClSi2 in total at a distorted geometry.

**HOMO**: -7.32 eV

Positions of all 20 atoms, in Å:
C -2.65232 -0.79848 1.25135
C 0.07313 2.39901 -0.73778
C -1.51052 -1.42739 0.45087
C -1.22545 1.62984 -1.01999
Si 4.18799 -1.49247 -0.01825
Si -0.90052 -0.35956 -1.10499
Cl 2.44995 -0.32195 -0.51542
H -2.97332 -1.59295 1.85192
H -2.29623 -0.11574 2.02892
H -3.33188 -0.22168 0.66524
H 0.10005 3.35232 -1.20290
H -0.02536 2.51403 0.39889
H 0.93244 1.73165 -1.01954
H -2.00719 -2.41128 0.19593
H -0.74128 -1.66420 1.18973
H -1.48648 1.79296 -2.10397
H -2.09380 2.09705 -0.42616
H 4.82996 -1.31071 -1.31040
H 5.11008 -0.89215 0.99804
H 3.56074 -2.90826 0.42848



Entry 7:
ORCA calculation (ωB97M-V/def2-TZVPD) on a cluster of 2 separate species, C4H13ClSi2 in total at a distorted geometry.

**HOMO**: -7.54 eV

Positions of all 20 atoms, in Å:
C 2.09798 2.33466 -0.76504
C 0.14654 -2.79689 -0.69830
C 1.80487 1.36530 0.40490
C 0.55109 -1.72404 0.28351
Si -3.37332 0.68002 0.58318
Si 2.05542 -0.55397 -0.23557
Cl -2.78534 -1.16997 0.58012
H 3.03475 2.26571 -1.34618
H 1.30346 2.37249 -1.55121
H 1.98213 3.43642 -0.40018
H 0.74242 -3.73905 -0.48665
H -0.90307 -3.10827 -0.35953
H 0.17916 -2.60458 -1.79762
H 0.72893 1.54217 0.71590
H 2.53178 1.34315 1.21901
H 0.71821 -2.18519 1.30979
H -0.32706 -1.04138 0.56590
H -2.33374 1.46748 0.09047
H -4.72336 1.02473 -0.03721
H -3.43086 1.09122 1.92471



Entry 8:
ORCA calculation (ωB97M-V/def2-TZVPD) on a structure of composition C4H13F6HfO19S4 at a distorted geometry.

**2S+1**: 2
**HOMO (alpha / beta)**: -2.11 / -1.83 eV
**Net charge**: -2

Positions of all 47 atoms, in Å:
Hf -15.70232 -2.45845 5.03891
C -12.51331 -5.68544 3.88261
C -13.97639 -5.62968 3.76703
O -14.66121 -4.52978 4.25236
H -12.12002 -6.46257 3.22726
H -12.02636 -5.85299 4.84329
H -12.12343 -4.76985 3.43787
H -14.55935 -6.43272 4.21801
H -14.23156 -5.59091 2.70803
S -15.55712 0.98666 4.25040
O -16.69282 1.91984 4.01287
O -14.74572 1.50601 5.34488
O -15.93698 -0.36261 4.53045
O -14.75615 0.79279 3.07301
S -12.47373 -1.00696 6.03122
O -12.00140 -1.90040 7.04753
O -11.65569 -0.94870 4.79803
O -13.82030 -1.45386 5.61716
O -12.63023 0.31178 6.60295
C -20.61561 -2.36227 4.33968
F -21.76093 -1.76673 4.43374
F -20.56108 -3.46538 5.06565
F -20.42559 -2.61278 3.07236
S -19.25615 -1.10751 4.88269
O -17.98782 -1.93502 4.88923
O -19.18628 0.00708 3.97522
O -19.58394 -0.76883 6.29069
C -15.40996 -1.66443 9.64066
F -15.17603 -0.88303 10.75930
F -14.27707 -2.17442 9.22937
F -16.34228 -2.57681 9.98674
S -16.07615 -0.54622 8.20351
O -16.32302 -1.47867 7.08232
O -17.32362 0.05954 8.64899
O -14.92518 0.35934 7.84654
O -16.78399 -3.14742 2.89150
H -16.27514 -3.06859 2.08460
H -17.34428 -3.91019 2.74835
O -14.42635 -3.58416 6.96347
H -13.54644 -3.25134 7.14012
H -14.46003 -4.42623 7.41736
O -14.37566 -1.93885 2.98899
H -14.10148 -1.03025 2.86450
H -13.99018 -2.40926 2.24983
O -17.05530 -4.19677 5.98720
H -16.91303 -5.14309 6.00862
H -17.72157 -4.03906 6.65610